Record 1
Here is a cluster of 2 separate species, C19H18NO4S in total at a distorted geometry from the OMol25 dataset. Energies are from ωB97M-V with the def2-TZVPD basis set.

Properties
**LUMO level**: 0.045 Ha
**Molar mass**: 356.4 g/mol
**Net charge**: -1
**Orbital gap**: 5.737 eV
**HOMO energy**: -4.51 eV
**Energy above the lowest of the compared OMol25 structures with the same formula, charge and spin**: 0.0 kJ/mol
**Spin multiplicity**: 1

Structure (XYZ):
```
43
C19H18NO4S (ωB97M-V with the def2-TZVPD basis set)
S -0.702 -5.267 -0.931
O -1.847 -1.432 1.294
O -3.636 -2.727 1.793
O 3.315 1.362 -0.818
O 0.026 5.333 0.573
N -2.209 -5.007 1.414
C 2.061 5.934 -1.244
C -3.235 -4.111 -1.646
C -0.535 2.792 1.596
C -1.679 -3.803 -1.453
C 2.755 3.632 -1.048
C 1.141 0.708 0.820
C -1.446 -3.820 1.875
C 0.063 0.458 1.660
C -1.384 -5.950 0.636
C 0.756 4.417 0.234
C 2.546 2.258 -0.521
C 3.825 3.885 -1.903
C 1.386 2.001 0.363
C -0.770 1.502 2.053
C 4.006 5.155 -2.431
C -2.362 -2.525 1.629
C 1.880 4.663 -0.706
C 0.536 3.045 0.743
C 3.118 6.178 -2.109
H -0.559 -6.428 1.259
H -3.865 -3.186 -1.561
H 4.836 5.348 -3.101
H -1.507 -2.886 -0.818
H -1.606 1.306 2.713
H -2.065 -6.810 0.356
H -0.129 -0.546 2.009
H -0.434 -3.719 1.397
H -3.594 -4.893 -0.928
H -1.265 -3.833 2.995
H -2.524 -5.514 2.248
H -1.297 -3.516 -2.478
H 1.376 6.734 -0.991
H 4.515 3.090 -2.161
H 1.788 -0.108 0.520
H -1.190 3.599 1.902
H 3.253 7.167 -2.532
H -3.340 -4.488 -2.704
```

---

Record 2
Here is a structure of composition C12H6F2NS3Zr from the OMol25 dataset. Energies are from ωB97M-V with the def2-TZVPD basis set.

Properties
**LUMO level**: -0.177 Ha
**Molar mass**: 389.6 g/mol
**Net charge**: +1
**Orbital gap**: 7.126 eV
**HOMO energy**: -11.94 eV
**Energy above the lowest of the compared OMol25 structures with the same formula, charge and spin**: 1.9 kJ/mol
**Spin multiplicity**: 1

Structure (XYZ):
```
25
C12H6F2NS3Zr (ωB97M-V with the def2-TZVPD basis set)
Zr -0.167 -0.057 0.668
S 0.067 3.684 2.689
S 0.094 2.208 0.106
S -0.012 0.726 2.895
F 1.004 -5.238 -0.284
F 4.778 -2.569 0.085
N -1.453 -1.781 0.067
C 3.453 -2.671 0.074
C 2.685 -1.527 0.232
C -2.799 -1.722 0.024
C -3.583 -2.843 -0.073
C -0.802 -2.975 -0.003
C 1.302 -1.641 0.212
C 2.892 -3.920 -0.096
C -1.557 -4.143 -0.108
C 0.039 2.264 1.949
C -2.936 -4.071 -0.138
C 0.678 -2.904 0.039
C 1.514 -4.012 -0.108
H -4.659 -2.761 -0.099
H 3.185 -0.576 0.367
H -3.517 -4.981 -0.215
H -1.072 -5.101 -0.163
H 3.502 -4.803 -0.219
H -3.240 -0.731 0.070
```

---

Record 3
Here is a cluster of 2 separate species, C5H10O2 in total at a distorted geometry from the OMol25 dataset. Energies are from ωB97M-V with the def2-TZVPD basis set.

Properties
**Structure (SMILES)**: O=CCO.C=CC
**LUMO level**: 0.026 Ha
**Molar mass**: 102.1 g/mol
**Orbital gap**: 10.349 eV
**HOMO energy**: -9.63 eV
**Energy above the lowest of the compared OMol25 structures with the same formula, charge and spin**: 306.0 kJ/mol
**Spin multiplicity**: 1

Structure (XYZ):
```
17
C5H10O2 (ωB97M-V with the def2-TZVPD basis set)
O -2.072 0.888 0.757
O -0.292 2.430 -0.440
C 0.101 -0.891 -0.917
C 0.225 1.635 0.329
C 1.006 0.027 -1.321
C -0.810 0.889 1.327
C 0.452 -2.112 -0.134
H -0.935 -0.795 -1.215
H 2.058 -0.126 -1.122
H -0.274 -2.286 0.669
H 1.175 1.811 0.860
H -2.018 1.516 0.008
H 1.454 -2.042 0.298
H 0.794 0.673 -2.157
H -0.792 1.489 2.246
H 0.430 -2.986 -0.795
H -0.500 -0.120 1.607
```

---

Record 4
Here is a structure of composition C13H15FN3OPTl at a distorted geometry from the OMol25 dataset. Energies are from ωB97M-V with the def2-TZVPD basis set.

Properties
**LUMO level**: -0.527 Ha
**Molar mass**: 483.6 g/mol
**Net charge**: +3
**Orbital gap**: 4.756 eV
**HOMO energy**: -19.09 eV
**Spin multiplicity**: 1

Structure (XYZ):
```
35
C13H15FN3OPTl (ωB97M-V with the def2-TZVPD basis set)
Tl -2.102 3.565 2.670
P -1.863 0.861 0.309
F -3.475 -4.145 -1.319
O 1.581 1.922 2.611
N -2.101 -2.238 -0.836
N 1.104 1.645 0.339
N 0.367 -3.946 -1.854
C -0.755 -1.763 -0.831
C -2.210 -3.566 -1.305
C 1.443 2.586 -0.791
C -0.986 -4.378 -1.801
C 0.419 -2.619 -1.327
C 3.659 1.607 1.369
C 1.866 -1.953 -1.254
C 0.948 0.292 -0.201
C 2.072 1.714 1.465
C -0.531 -0.290 -0.282
C -3.527 0.565 -0.508
C -1.959 0.966 2.198
C 2.152 -0.536 -0.686
H 4.010 0.743 2.043
H 1.487 3.653 -0.396
H 4.061 1.550 0.305
H -1.198 -5.444 -2.184
H -3.955 -0.458 -0.224
H 3.235 -0.180 -0.687
H 0.586 2.487 -1.559
H -1.215 1.812 2.521
H -3.409 0.559 -1.657
H 4.113 2.562 1.834
H -1.705 0.001 2.748
H -4.306 1.385 -0.275
H 2.767 -2.557 -1.646
H 2.438 2.221 -1.239
H -3.011 1.376 2.451
```

---

Record 5
Here is a structure of composition C24H37BBeBrCaClF11KN3O11 at a distorted geometry from the OMol25 dataset. Energies are from ωB97M-V with the def2-TZVPD basis set.

Properties
**LUMO level**: -0.278 Ha
**Molar mass**: 966.9 g/mol
**Net charge**: +1
**Orbital gap**: 1.501 eV
**HOMO energy**: -9.06 eV
**Spin multiplicity**: 1

Structure (XYZ):
```
92
C24H37BBeBrCaClF11KN3O11 (ωB97M-V with the def2-TZVPD basis set)
Br -1.708 -4.104 -2.724
Ca 1.484 2.332 -5.013
K 0.699 -3.832 -3.420
Cl -1.621 -2.343 -1.398
F -3.739 1.276 9.210
F -2.602 -2.889 3.237
F -4.558 -1.165 10.356
F -5.586 -1.538 5.915
F -6.323 0.266 8.837
F -7.601 -1.100 7.713
F -1.975 4.394 1.438
F -1.745 -0.833 2.709
F -1.679 0.586 9.356
F -5.064 -2.117 7.935
F -3.145 0.002 11.529
O 4.657 1.205 -8.201
O -1.325 -1.753 4.876
O 4.101 -0.879 -8.875
O 1.669 -3.229 3.905
O 0.367 -2.089 6.317
O 5.936 0.208 -9.622
O -0.276 -2.663 2.969
O 4.203 -3.294 1.726
O -0.017 1.519 -2.080
O 2.947 -0.571 -2.351
O -4.213 -0.242 7.029
N -4.440 1.298 -0.613
N 0.768 4.601 0.740
N -0.668 1.433 -0.819
C -2.105 1.132 -1.190
C -3.034 -0.476 7.790
C -3.740 0.291 -2.635
C 0.569 -2.758 3.981
C 0.605 3.602 -0.292
C 3.463 1.201 -7.459
C 4.434 -1.901 -1.010
C -3.157 1.481 -0.355
C -2.965 0.167 9.187
C 0.748 0.697 1.240
C 6.279 -0.903 -10.481
C -3.287 -0.720 10.391
C -0.112 -2.168 5.223
C 1.651 -0.305 -2.768
C -6.536 -0.268 7.620
C -0.254 0.336 0.152
C 4.841 0.069 -8.913
C -4.730 0.699 -1.768
C -0.724 2.824 -0.226
C -5.311 -1.055 7.149
C 5.454 -0.898 -11.748
C 1.322 1.116 -2.212
C -2.398 0.505 -2.390
C 3.013 -1.451 -1.210
B -1.537 -2.033 3.432
Be -2.616 5.016 -0.878
H -0.116 5.073 0.904
H 1.716 1.040 0.888
H 7.332 -0.775 -10.720
H 3.492 2.088 -6.812
H -1.162 0.075 0.695
H 0.281 1.388 1.935
H 2.597 1.270 -8.122
H 4.989 -1.094 -0.539
H 0.765 4.076 -1.266
H 0.012 -0.587 -0.359
H 0.951 -1.101 -2.485
H 1.716 1.807 -2.989
H -4.028 -0.215 -3.546
H 1.442 2.919 -0.140
H -6.767 0.535 6.918
H -2.249 0.006 7.211
H -1.467 3.355 -0.864
H 3.433 -3.696 2.163
H -5.772 0.543 -2.003
H 4.399 -1.063 -11.532
H 1.959 1.322 -1.358
H 5.536 0.065 -12.252
H -2.926 1.945 0.600
H 6.180 -1.842 -9.938
H -2.607 -1.575 10.439
H 2.750 -0.866 -0.327
H 5.793 -1.681 -12.424
H -1.090 2.820 0.803
H -1.637 0.182 -3.077
H 4.936 -2.134 -1.948
H 4.436 -2.738 -0.322
H 1.100 4.181 1.594
H 2.341 -2.307 -1.346
H 1.714 -0.248 -3.872
H 3.386 0.307 -6.833
H 0.908 -0.222 1.805
H -2.764 -1.531 7.809
```

---

Number 1: DFT total energy -1488.77803 Ha. Number 2: DFT total energy -1956.77640 Ha. Number 3: DFT total energy -346.90890 Ha. Number 4: DFT total energy -1356.16083 Ha. Number 5: DFT total energy -7377.86520 Ha.